Entry 1:
Entry from the OMol25 dataset: 7 unconnected molecules or ions with the total composition C10H34N4O7 (ωB97M-V/def2-TZVPD).

Geometry (Å):
N1 1.331 -3.973 4.218
C1 1.475 -3.059 3.377
N2 1.182 -3.386 2.101
O1 2.030 -1.867 3.699
H1 1.879 -3.937 5.105
H2 0.970 -4.958 3.994
H3 1.522 -2.717 1.402
H4 0.985 -4.282 1.748
N3 1.874 -1.934 -2.874
C2 1.755 -1.669 -1.576
N4 2.384 -0.686 -1.085
O2 0.935 -2.459 -0.822
H5 1.207 -2.553 -3.391
H6 2.500 -1.374 -3.436
H7 2.136 -0.434 -0.138
H8 2.528 0.112 -1.739
C3 0.615 1.911 -0.081
C4 0.475 1.289 1.270
O3 0.700 -0.113 1.437
H9 0.100 2.856 -0.081
H10 0.120 1.254 -0.854
H11 1.589 2.035 -0.393
H12 -0.545 1.312 1.633
H13 1.142 1.758 2.044
H14 0.704 -0.273 2.373
C5 -3.310 0.071 0.954
C6 -2.721 -1.179 0.363
O4 -2.707 -1.107 -1.021
H15 -2.792 0.858 0.475
H16 -3.141 0.132 1.958
H17 -4.370 0.361 0.906
H18 -3.346 -2.040 0.657
H19 -1.728 -1.489 0.731
H20 -2.087 -1.797 -1.274
C7 -2.869 2.083 -2.911
C8 -2.895 2.873 -4.233
O5 -2.303 2.126 -5.196
H21 -3.492 2.683 -2.232
H22 -1.910 1.906 -2.459
H23 -3.242 1.052 -3.069
H24 -2.289 3.799 -4.132
H25 -3.911 3.181 -4.419
H26 -3.025 1.639 -5.538
C9 4.343 2.287 -2.148
O6 3.602 1.192 -2.652
H27 4.395 3.070 -2.836
H28 5.380 1.921 -1.807
H29 3.887 2.506 -1.181
H30 4.198 0.573 -2.989
C10 -1.206 0.199 4.340
O7 0.216 0.257 4.362
H31 -1.585 0.201 5.390
H32 -1.651 -0.663 3.865
H33 -1.578 1.075 3.837
H34 0.542 -0.605 4.337

Values from the calculation:
- ΔE to the lowest compared entry with this formula, charge and spin (kcal per mole) = 58.3
- F_max (eV/A) = 9.688
- DFT total energy (hartree) = -1147.01796
- orbital gap (eV) = 9.37
- structure (SMILES) = NC(N)=O.NC(N)=O.CCO.CCO.CCO.CO.CO

---

Entry 2:
Entry from the OMol25 dataset: 6 unconnected molecules or ions with the total composition C10H34O12P2 (ωB97M-V/def2-TZVPD).

Geometry (Å):
C1 -15.821 -14.959 -7.891
O1 -15.506 -16.351 -7.883
P1 -16.239 -17.288 -6.821
O2 -17.714 -17.188 -6.831
O3 -15.650 -18.742 -7.083
C2 -16.545 -19.872 -6.945
O4 -15.531 -16.815 -5.470
C3 -15.891 -17.422 -4.232
H1 -16.352 -14.727 -6.967
H2 -16.421 -14.657 -8.754
H3 -14.933 -14.335 -7.999
H4 -16.817 -20.280 -7.910
H5 -17.422 -19.533 -6.395
H6 -16.050 -20.579 -6.286
H7 -15.081 -17.991 -3.777
H8 -16.706 -18.138 -4.378
H9 -16.262 -16.659 -3.553
C4 -21.005 -13.831 -1.372
O5 -22.192 -14.584 -1.291
P2 -22.432 -16.014 -1.953
O6 -23.298 -16.896 -1.194
O7 -20.929 -16.554 -2.152
C5 -20.745 -17.766 -2.902
O8 -22.863 -15.638 -3.464
C6 -24.142 -15.030 -3.671
H10 -21.034 -13.209 -2.272
H11 -20.051 -14.356 -1.438
H12 -20.942 -13.169 -0.510
H13 -21.636 -18.393 -2.907
H14 -19.976 -18.287 -2.328
H15 -20.365 -17.574 -3.903
H16 -24.938 -15.615 -3.209
H17 -24.316 -15.072 -4.746
H18 -24.144 -13.997 -3.329
C7 -14.273 -11.213 -2.730
O9 -15.493 -11.722 -3.210
H19 -14.238 -11.060 -1.644
H20 -13.506 -11.916 -3.050
H21 -14.021 -10.221 -3.130
H22 -16.249 -11.251 -2.850
C8 -17.186 -13.685 2.561
O10 -18.153 -13.929 3.574
H23 -16.243 -14.220 2.690
H24 -17.644 -13.836 1.584
H25 -16.855 -12.638 2.586
H26 -17.729 -14.468 4.245
C9 -17.300 -14.568 -1.986
O11 -18.072 -15.435 -2.795
H27 -17.765 -14.363 -1.010
H28 -16.296 -14.960 -1.817
H29 -17.272 -13.573 -2.442
H30 -18.480 -14.904 -3.495
C10 -20.444 -15.204 -5.724
O12 -19.074 -15.091 -5.370
H31 -21.108 -14.798 -4.965
H32 -20.664 -14.741 -6.690
H33 -20.664 -16.275 -5.796
H34 -18.601 -15.831 -5.774

Values from the calculation:
- ΔE to the lowest compared entry with this formula, charge and spin (kcal per mole) = 12.5
- F_max (eV/A) = 2.099
- DFT total energy (hartree) = -1987.09396
- orbital gap (eV) = 10.42
- structure (SMILES) = COP(=O)(OC)OC.COP(=O)(OC)OC.CO.CO.CO.CO

---

Entry 3:
Entry from the OMol25 dataset: 7 unconnected molecules or ions with the total composition C10H34O7 (ωB97M-V/def2-TZVPD).

Geometry (Å):
C1 3.130 -2.275 0.689
C2 2.925 -2.451 -0.795
O1 1.569 -2.861 -1.058
H1 4.199 -2.106 0.850
H2 2.768 -3.129 1.252
H3 2.684 -1.343 1.047
H4 3.634 -3.191 -1.182
H5 3.138 -1.523 -1.341
H6 1.569 -3.378 -1.868
C3 -0.536 3.154 1.389
C4 0.982 3.099 1.551
O2 1.569 4.200 0.873
H7 -0.853 4.021 0.812
H8 -1.103 3.159 2.321
H9 -0.893 2.276 0.842
H10 1.371 2.165 1.132
H11 1.274 3.131 2.606
H12 2.407 4.405 1.290
C5 -3.537 -2.539 0.228
C6 -2.237 -2.112 -0.425
O3 -2.487 -0.900 -1.160
H13 -3.819 -1.827 1.007
H14 -3.529 -3.566 0.589
H15 -4.336 -2.451 -0.512
H16 -1.856 -2.867 -1.126
H17 -1.386 -1.978 0.248
H18 -2.352 -1.097 -2.090
C7 -1.749 2.251 -2.324
C8 -1.196 1.565 -3.543
O4 -1.050 2.420 -4.664
H19 -2.071 1.519 -1.577
H20 -2.596 2.902 -2.531
H21 -0.959 2.824 -1.828
H22 -1.844 0.745 -3.866
H23 -0.236 1.101 -3.274
H24 -0.337 3.037 -4.478
C9 -0.777 -0.354 2.520
C10 0.371 -1.186 3.036
O5 0.153 -1.686 4.349
H25 -0.544 0.005 1.514
H26 -0.939 0.538 3.126
H27 -1.694 -0.939 2.438
H28 1.327 -0.661 3.026
H29 0.514 -2.030 2.340
H30 -0.304 -2.528 4.287
O6 0.552 -0.169 -0.726
H31 -0.356 -0.387 -0.970
H32 0.980 -1.027 -0.611
O7 2.788 1.604 -1.428
H33 3.598 1.288 -1.021
H34 2.073 1.152 -0.961

Values from the calculation:
- ΔE to the lowest compared entry with this formula, charge and spin (kcal per mole) = 38.4
- F_max (eV/A) = 0.985
- DFT total energy (hartree) = -928.01100
- orbital gap (eV) = 10.19
- structure (SMILES) = CCO.CCO.CCO.CCO.CCO.O.O

---

Entry 4:
Entry from the OMol25 dataset: 7 unconnected molecules or ions with the total composition C10H35BrN2O8 (ωB97M-V/def2-TZVPD).

Geometry (Å):
N1 -0.274 -0.176 0.697
H1 -1.175 -0.228 0.229
H2 -0.061 -0.864 1.411
H3 -0.271 0.752 1.126
H4 0.421 -0.153 -0.077
Br1 -0.997 -1.073 4.206
C1 2.061 1.061 -3.548
C2 1.231 1.151 -2.282
C3 -0.190 1.656 -2.549
O1 -0.802 0.968 -3.625
C4 -2.189 1.215 -3.734
N2 1.233 -0.178 -1.630
H5 2.229 2.081 -3.910
H6 1.629 0.476 -4.359
H7 3.085 0.700 -3.433
H8 1.603 1.887 -1.564
H9 -0.094 2.721 -2.789
H10 -0.759 1.619 -1.616
H11 -2.722 0.613 -2.993
H12 -2.581 0.906 -4.701
H13 -2.477 2.250 -3.534
H14 2.171 -0.366 -1.276
H15 1.331 -0.780 -2.445
O2 0.527 2.275 1.945
H16 1.446 2.435 2.174
H17 0.040 2.973 2.394
C5 -3.764 1.940 1.913
C6 -3.292 1.990 0.417
O3 -3.075 0.696 -0.166
O4 -5.096 1.465 2.042
H18 -3.624 2.943 2.325
H19 -3.063 1.289 2.444
H20 -2.365 2.561 0.458
H21 -4.012 2.525 -0.204
H22 -3.802 0.131 0.119
H23 -5.322 1.563 2.971
C7 3.167 -0.497 2.021
C8 4.184 -0.214 0.959
O5 3.805 -0.908 -0.237
O6 3.370 -1.846 2.446
H24 2.132 -0.363 1.700
H25 3.314 0.162 2.883
H26 5.162 -0.432 1.388
H27 4.168 0.853 0.725
H28 4.395 -1.660 -0.339
H29 2.801 -1.974 3.212
C9 0.200 -3.700 1.011
C10 -1.203 -3.567 0.449
O7 -1.889 -2.541 1.134
O8 1.060 -2.582 0.760
H30 0.708 -4.514 0.483
H31 0.140 -3.974 2.067
H32 -1.657 -4.549 0.610
H33 -1.165 -3.322 -0.613
H34 -1.658 -2.500 2.075
H35 1.965 -2.897 0.831

Values from the calculation:
- ΔE to the lowest compared entry with this formula, charge and spin (kcal per mole) = 0.0
- F_max (eV/A) = 1.772
- DFT total energy (hartree) = -3687.39700
- orbital gap (eV) = 7.26

---

Entry 5:
Entry from the OMol25 dataset: 6 unconnected molecules or ions with the total composition C10H35N12O5 (ωB97M-V/def2-TZVPD).

Geometry (Å):
N1 3.581 -1.192 3.336
C1 3.285 -0.461 2.100
C2 2.889 1.004 2.254
C3 1.706 1.259 3.176
C4 0.402 1.060 2.385
C5 -0.134 -0.331 2.518
N2 -1.267 -0.545 1.534
H1 2.775 -1.675 3.706
H2 3.932 -0.580 4.060
H3 4.174 -0.502 1.480
H4 2.521 -0.988 1.535
H5 3.762 1.558 2.594
H6 2.608 1.385 1.276
H7 1.730 0.594 4.039
H8 1.719 2.272 3.564
H9 -0.344 1.782 2.715
H10 0.625 1.257 1.338
H11 0.624 -1.071 2.290
H12 -0.512 -0.514 3.518
H13 -0.893 -0.710 0.596
H14 -1.937 0.226 1.527
H15 -1.769 -1.389 1.805
C6 1.950 -1.066 -1.536
O1 1.630 -0.358 -0.575
N3 3.233 -1.240 -1.898
N4 1.006 -1.716 -2.291
H16 3.498 -1.809 -2.679
H17 3.959 -0.781 -1.359
H18 0.043 -1.611 -2.035
H19 1.236 -2.299 -3.074
C7 6.810 -1.464 -0.408
O2 5.686 -0.975 -0.339
N5 7.272 -2.086 -1.530
N6 7.672 -1.414 0.640
H20 8.189 -2.486 -1.598
H21 6.666 -2.131 -2.325
H22 7.354 -0.966 1.479
H23 8.596 -1.803 0.616
C8 -5.798 -1.263 1.096
O3 -6.998 -1.371 1.081
N7 -5.009 -1.965 1.984
N8 -5.120 -0.434 0.228
H24 -4.013 -1.901 2.017
H25 -5.473 -2.583 2.624
H26 -5.669 0.084 -0.433
H27 -4.127 -0.326 0.211
C9 -1.889 1.696 -1.891
O4 -2.927 2.306 -1.707
N9 -1.593 1.057 -3.063
N10 -0.927 1.600 -0.918
H28 -0.724 0.584 -3.228
H29 -2.266 1.111 -3.805
H30 -1.093 2.101 -0.066
H31 -0.049 1.112 -1.032
C10 -6.818 2.582 -3.616
O5 -7.946 2.814 -3.999
N11 -6.555 1.944 -2.430
N12 -5.703 2.945 -4.327
H32 -5.622 1.758 -2.111
H33 -7.340 1.694 -1.860
H34 -5.849 3.424 -5.195
H35 -4.770 2.797 -3.992

Values from the calculation:
- ΔE to the lowest compared entry with this formula, charge and spin (kcal per mole) = 7.4
- charge = +1
- F_max (eV/A) = 0.935
- DFT total energy (hartree) = -1435.26454
- orbital gap (eV) = 7.75

---

Entry 6:
Entry from the OMol25 dataset: a molecular structure, C10H36B2F3HgNO6S (ωB97M-V/def2-TZVPD).

Geometry (Å):
Hg1 1.975 -0.396 -0.408
N1 0.220 3.532 -1.567
H1 -0.573 4.089 -1.874
H2 -0.090 2.530 -1.397
H3 0.773 3.795 -0.730
H4 0.827 3.479 -2.392
B1 -0.461 0.792 -0.676
H5 -1.072 0.335 -1.626
H6 -1.143 1.666 -0.170
H7 -0.290 -0.062 0.185
H8 0.634 1.190 -0.995
B2 3.215 0.447 -2.266
H9 2.060 0.736 -2.552
H10 3.959 0.736 -3.164
H11 3.527 1.039 -1.258
H12 3.195 -0.792 -2.115
C1 2.295 3.412 2.586
F1 2.778 2.482 3.420
F2 0.965 3.458 2.786
F3 2.809 4.594 2.886
S1 2.661 2.934 0.831
O1 1.640 3.605 0.049
O2 4.000 3.363 0.631
O3 2.498 1.478 0.859
C2 0.426 -3.585 2.083
C3 0.058 -2.143 1.840
C4 -0.635 -1.516 3.011
O4 1.246 -1.382 1.590
H13 1.317 -3.839 1.497
H14 -0.327 -4.291 1.730
H15 0.681 -3.834 3.117
H16 -0.543 -2.139 0.935
H17 0.057 -1.451 3.859
H18 -1.521 -2.048 3.355
H19 -0.920 -0.488 2.777
H20 1.765 -1.329 2.401
C5 0.013 -2.172 -3.960
C6 0.696 -2.935 -2.829
C7 2.132 -3.166 -3.159
O5 0.566 -2.144 -1.601
H21 0.524 -1.225 -4.128
H22 -1.054 -2.018 -3.787
H23 0.096 -2.777 -4.868
H24 0.166 -3.873 -2.641
H25 2.189 -3.826 -4.025
H26 2.622 -3.666 -2.318
H27 2.673 -2.255 -3.387
H28 -0.347 -1.830 -1.541
C8 -4.427 2.149 1.997
C9 -3.647 0.973 1.364
C10 -4.161 -0.366 1.884
O6 -3.778 0.974 -0.050
H29 -4.807 2.783 1.190
H30 -3.770 2.791 2.585
H31 -5.290 1.853 2.591
H32 -2.616 1.092 1.710
H33 -3.421 -1.146 1.702
H34 -5.154 -0.589 1.501
H35 -4.262 -0.299 2.974
H36 -2.950 1.272 -0.443

Values from the calculation:
- ΔE to the lowest compared entry with this formula, charge and spin (kcal per mole) = 0.0
- F_max (eV/A) = 5.674
- DFT total energy (hartree) = -1809.51914
- orbital gap (eV) = 9.28

---

| no. | LUMO level (Ha) |
| --- | --- |
| 1 | 0.0172 |
| 2 | 0.0170 |
| 3 | 0.0099 |
| 4 | 0.0004 |
| 5 | -0.1304 |
| 6 | -0.0213 |